Entry from the Open Molecules 2025 dataset: a cluster of 2 separate species, CH4N2O2S in total at a distorted geometry (ωB97M-V with the def2-TZVPD basis set).

Geometry as XYZ:
```
10
Properties=species:S:1:pos:R:3:lowdin_charge:R:1
C -1.628 0.611 0.589 -0.44
N 1.518 -1.041 -0.524 -0.30
N -1.145 1.705 0.189 0.08
O -1.062 -0.561 0.455 -0.03
O 2.557 -3.222 -1.204 -0.49
S 1.785 -2.507 -0.224 0.88
H -2.621 0.592 1.044 0.12
H 2.185 -0.671 -1.213 0.03
H -0.373 -0.422 -0.331 0.11
H -1.776 2.464 0.407 0.03
```

Output
LUMO = -0.0397 hartree
HOMO energy = -10.2 eV
net charge = 0
energy = -698.63100 Eh
2S+1 = 1